# 1
Molecular formula: C5H8O2S
Method: DFT, the ωB97M-V functional and the def2-TZVPD basis

XYZ file:
```
16
Properties=species:S:1:pos:R:3:nbo_charge:R:1
C -0.57411 1.24502 -0.65249 -0.078
C -1.36832 -0.16785 -0.49522 -0.471
C -0.40680 -1.28712 -0.04697 -0.093
O -0.05669 -1.14429 1.32613 -0.503
C 0.85377 -0.09677 1.22056 -0.125
C 1.30729 -0.03986 -0.09790 -0.174
O 0.72509 1.06111 -0.91603 -0.517
S 1.13969 -1.54466 -0.88683 0.271
H -0.78131 1.75540 -1.59507 0.204
H -0.61770 1.97065 0.18969 0.157
H -2.20176 -0.07551 0.33275 0.242
H -1.66306 -0.39495 -1.56979 0.230
H -1.03613 -2.10909 -0.32917 0.222
H 0.46955 0.99014 1.61693 0.204
H 1.86642 -0.16189 1.89191 0.204
H 2.34408 -0.00034 0.01151 0.227
```

Summary:
Total energy in Eh: -743.84697
Orbital gap in eV: 9.752
F_max in eV Å⁻¹: 7.4
Relative energy (zero: lowest compared OMol25 entry of this formula, charge and spin) in kcal per mole: 88.1
LUMO energy in Ha: 0.0261
Charge: 0


# 2
Molecular formula: C5H8O3
Method: DFT, the ωB97M-V functional and the def2-TZVPD basis

XYZ file:
```
16
Properties=species:S:1:pos:R:3:nbo_charge:R:1
C -1.60000 0.94144 1.18890 -0.738
C -0.80799 0.22868 2.24139 0.787
O -1.28075 -0.20797 3.27527 -0.576
O 0.55126 0.23088 2.01895 -0.713
H -1.20580 1.94640 1.01420 0.238
H -2.63544 1.05037 1.52250 0.239
H -1.60876 0.34838 0.27219 0.224
H 0.80697 0.72681 1.20481 0.503
O 0.95427 0.97074 -0.37698 -0.529
C 1.24736 0.20417 -1.26687 0.605
C 1.57385 -1.19726 -1.44462 -0.493
C 0.35309 -0.63603 -2.11083 -0.509
H 1.42812 -1.84617 -0.59158 0.251
H 2.43825 -1.41612 -2.05586 0.244
H -0.61632 -0.91269 -1.72058 0.233
H 0.40188 -0.43163 -3.17088 0.234
```

Summary:
Total energy in Eh: -420.95925
Orbital gap in eV: 9.147
F_max in eV Å⁻¹: 4.2
Relative energy (zero: lowest compared OMol25 entry of this formula, charge and spin) in kcal per mole: 60.8
LUMO energy in Ha: -0.0256
Charge: 0


# 3
Molecular formula: C5H8O3
Method: DFT, the ωB97M-V functional and the def2-TZVPD basis

XYZ file:
```
16
Properties=species:S:1:pos:R:3:nbo_charge:R:1
C 0.81850 1.53616 -0.70123 -0.635
C -0.08967 0.70223 0.15860 -0.219
C -1.20255 -0.15587 -1.03498 0.369
O -0.94094 -0.23129 -2.21018 -0.501
C 0.55118 -0.34985 0.97332 -0.017
O 0.04798 -0.45731 2.27706 -0.712
C -0.07864 -1.53877 0.09597 0.352
O -0.89841 -2.27735 0.67553 -0.555
H 1.31646 0.93824 -1.47020 0.226
H 1.60331 1.98744 -0.08445 0.224
H 0.26268 2.32940 -1.20459 0.226
H -0.86761 1.24888 0.69183 0.240
H -2.22610 -0.26413 -0.63044 0.144
H 1.64079 -0.38126 0.93790 0.183
H -0.50292 -1.27449 2.27512 0.491
H 0.56593 -1.81205 -0.74924 0.186
```

Summary:
Total energy in Eh: -420.93581
Orbital gap in eV: 8.671
F_max in eV Å⁻¹: 5.3
Relative energy (zero: lowest compared OMol25 entry of this formula, charge and spin) in kcal per mole: 75.5
LUMO energy in Ha: -0.0274
Charge: 0


# 4
Molecular formula: C5H8O3Pr
Method: DFT, the ωB97M-V functional and the def2-TZVPD basis

XYZ file:
```
17
Properties=species:S:1:pos:R:3:mulliken_spin:R:1
Pr 1.87956 1.89323 -0.41957 2.037
O -0.27800 1.91070 -0.58395 -0.016
O 0.27361 -0.09522 0.38478 0.000
C 0.76601 -1.10328 -0.48867 0.002
C 2.27494 -1.10583 -0.27249 -0.003
O 2.83814 0.16441 -0.28759 -0.015
C -0.73391 0.87451 0.14898 0.000
H 0.31571 -2.07194 -0.22394 0.000
H 0.46890 -0.88785 -1.52672 0.000
H 2.72981 -1.79842 -1.00439 -0.001
H 2.45237 -1.48994 0.75298 0.000
C -2.08483 0.28947 -0.12189 -0.002
C -1.86770 1.02140 1.20374 -0.002
H -2.67239 0.79927 -0.88815 0.000
H -2.18650 -0.79712 -0.07842 0.000
H -2.34252 2.00020 1.30628 0.000
H -1.83319 0.39641 2.09900 0.000
```

Summary:
Total energy in Eh: -937.79102
Orbital gap (alpha / beta) in eV: 7.628 / 7.694
F_max in eV Å⁻¹: 3.3
Spin multiplicity: 3
⟨S²⟩: 2.00
Relative energy (zero: lowest compared OMol25 entry of this formula, charge and spin) in kcal per mole: 0.0
LUMO energy (alpha / beta) in Ha: -0.1810 / -0.1792
Charge: +1


# 5
Molecular formula: C5H8O3Rb
Method: DFT, the ωB97M-V functional and the def2-TZVPD basis

XYZ file:
```
17
Properties=species:S:1:pos:R:3:nbo_charge:R:1
O 1.98383 1.34900 0.05630 -0.523
O 0.21290 0.14768 0.59640 -0.542
O 2.04181 -0.91636 -0.16310 -0.672
C 3.25239 1.54648 -0.20680 0.203
C -0.81054 -1.47970 0.56663 0.013
C -1.85529 -1.20419 -0.29071 -0.535
C 1.43032 0.06743 0.14904 0.997
H 3.71676 0.54575 -0.37609 0.072
H -1.01541 -1.77410 1.60209 0.190
H -1.39906 -1.11061 -1.29907 0.218
H -2.65679 -1.94518 -0.37074 0.266
H -1.87021 0.48102 -0.28219 0.210
Rb 1.52002 -4.03582 -0.54590 0.996
C -1.10039 1.77641 0.11706 -0.601
H -2.01053 1.93363 0.70373 0.227
H -0.95475 2.11145 -0.91753 0.225
H -0.48506 2.50710 0.66088 0.255
```

Summary:
Total energy in Eh: -444.51625
Orbital gap (alpha / beta) in eV: 6.929 / 6.930
F_max in eV Å⁻¹: 3.7
Relative energy (zero: lowest compared OMol25 entry of this formula, charge and spin) in kcal per mole: 178.4
LUMO energy (alpha / beta) in Ha: -0.1682 / -0.1682
Charge: +1


# 6
Molecular formula: C5H8O3S2
Method: DFT, the ωB97M-V functional and the def2-TZVPD basis

XYZ file:
```
18
Properties=species:S:1:pos:R:3:nbo_charge:R:1
O 0.32207 2.92608 -1.00785 -0.907
S -0.26981 1.67946 -1.40440 1.082
S -1.78397 1.48841 0.43664 0.956
O -1.25513 2.58000 1.27182 -0.883
C -0.65824 -0.17542 1.05711 -0.290
C -0.98615 -1.37172 0.14863 -0.452
C -0.14494 -1.01285 -1.12888 -0.442
C 0.72801 0.24280 -0.80615 -0.456
C 0.77477 0.24722 0.69943 0.020
O 1.74860 -0.65556 1.20566 -0.707
H -0.99694 -0.46026 2.09230 0.249
H -2.05293 -1.34096 0.15105 0.225
H -0.57387 -2.19214 0.58725 0.227
H 0.57923 -1.79146 -1.60142 0.232
H -0.70005 -0.71569 -1.95666 0.212
H 1.85501 0.13345 -1.24327 0.246
H 1.11202 1.33360 1.03108 0.222
H 2.30233 -0.91497 0.46767 0.467
```

Summary:
Total energy in Eh: -1217.29746
Orbital gap in eV: 8.770
F_max in eV Å⁻¹: 4.2
Relative energy (zero: lowest compared OMol25 entry of this formula, charge and spin) in kcal per mole: 21.2
LUMO energy in Ha: -0.0093
Charge: 0